[1]
A structure of composition C32H42F2N9O5S2Ti. Source: OMol25; level of theory: ωB97M-V/def2-TZVPD.

Structure (ORCA input):
```
! RIJCOSX wB97M-V def2-TZVPD def2/J DEFGRID3
* xyz -1 3
Ti 0.7631 -0.4482 1.2380
C -0.5822 -3.2266 -1.5665
C -0.2349 -2.5510 -0.2763
N 0.8656 -1.8427 -0.1342
N 1.7501 -1.7080 -1.1739
C 2.9364 -2.2539 -0.9884
N 3.9151 -1.8915 -1.8974
S 3.3362 -3.3108 0.2571
C -1.0151 -2.6041 0.9102
C -2.1494 -3.4133 1.1178
C -2.7303 -3.4736 2.3582
C -2.1404 -2.7468 3.4150
C -1.0435 -1.9597 3.1538
N -0.5068 -1.8225 1.9332
H 0.2519 -3.8498 -1.8857
H -0.7488 -2.4641 -2.3289
H -1.4776 -3.8326 -1.4822
H 3.5802 -1.5844 -2.7992
H 4.6850 -2.5421 -1.9305
H -2.5428 -3.9957 0.2993
H -3.6068 -4.0835 2.5330
H -2.5403 -2.8061 4.4178
H -0.5412 -1.4167 3.9506
O 1.7334 0.7743 -0.3757
C 2.0734 1.8695 -1.2019
C 1.7275 3.1761 -0.5391
C 1.8537 4.3910 -1.2099
C 1.5331 5.5535 -0.5313
C 1.1138 5.4666 0.7891
C 1.0216 4.2124 1.3610
N 1.3174 3.0978 0.7145
H 1.8533 -0.0674 -0.9088
H 1.5364 1.8239 -2.1614
H 3.1572 1.8635 -1.4157
H 2.2013 4.4157 -2.2315
H 1.6057 6.5156 -1.0169
H 0.8701 6.3441 1.3657
H 0.7069 4.0793 2.3862
F 0.6633 1.6221 3.0944
C -0.2594 1.1008 2.1742
F -1.3271 0.7589 3.0175
H -0.6218 1.9822 1.6129
C 4.9031 -0.2633 0.9654
N 4.8794 1.0575 1.5586
C 6.0459 1.2584 2.3880
C 3.6024 1.3208 2.2384
C 3.1592 0.1875 3.1344
C 3.7847 0.0723 4.3716
C 3.5751 -1.0316 5.1773
C 2.7872 -2.0619 4.6967
C 2.1455 -1.9338 3.4722
C 2.2497 -0.7871 2.6725
H 5.8036 -0.3722 0.3621
H 4.0304 -0.3781 0.3265
H 4.8897 -1.0716 1.7096
H 6.9300 1.2424 1.7469
H 6.1764 0.4877 3.1632
H 5.9809 2.2349 2.8666
H 2.8521 1.4910 1.4611
H 3.7186 2.2444 2.8119
H 4.4318 0.8694 4.7164
H 4.0380 -1.0896 6.1527
H 2.6514 -2.9555 5.2921
H 1.5648 -2.7827 3.1180
C -5.4582 -0.6213 -6.2293
C -5.3078 0.0982 -4.9103
S -4.9003 -1.1125 -3.6169
O -3.5116 -1.4750 -3.6404
O -5.8491 -2.2026 -3.7011
C -5.3110 -0.2779 -2.0334
C -4.4823 0.9714 -1.7525
N -3.0865 0.7063 -1.5259
C -2.5385 0.2483 -0.3570
N -1.2437 0.0358 -0.4719
C -0.9231 0.3334 -1.7585
C -2.0473 0.7770 -2.4429
N -2.1080 1.2949 -3.7031
O -1.0728 1.2546 -4.4164
O -3.1844 1.8538 -4.1028
C -3.3486 0.0487 0.8715
H -5.7078 0.0849 -7.0172
H -6.2415 -1.3713 -6.1577
H -4.5264 -1.1179 -6.4851
H -6.2394 0.5580 -4.5862
H -4.4963 0.8334 -4.9162
H -5.1943 -1.0496 -1.2754
H -6.3654 -0.0320 -2.1339
H -4.8846 1.4780 -0.8653
H -4.5435 1.6398 -2.6180
H 0.0422 0.1638 -2.1855
H -3.6363 1.0016 1.3181
H -2.7590 -0.5008 1.5966
H -4.2578 -0.5130 0.6694
*
```

Summary:
lowest unoccupied orbital energy (spin up / spin down) = 0.75 / 0.79 eV
highest occupied orbital energy (spin up / spin down) = -2.78 / -4.27 eV
gap between HOMO and LUMO (spin up / spin down) = 3.53 / 5.06 eV

Atom charges from the Löwdin analysis, given in e for atoms 1 to 6: 0.908, -0.001, -0.298, -0.169, -0.078, -0.986

---

[2]
An isolated molecule of C5H10O2. Source: OMol25; level of theory: ωB97M-V/def2-TZVPD.

Structure (ORCA input):
```
! RIJCOSX wB97M-V def2-TZVPD def2/J DEFGRID3
* xyz 0 1
C 0.7719 0.0953 -1.5125
C 0.2087 0.7173 -0.2416
C 0.6667 0.0440 1.0874
O 1.8435 -0.7237 1.1074
C -0.6123 -0.7879 1.0844
C -1.2316 0.2253 0.1216
O -2.0328 -0.3942 -0.8541
H 1.8383 -0.1283 -1.4084
H 0.6456 0.7776 -2.3594
H 0.2510 -0.8332 -1.7612
H 0.3435 1.8053 -0.2553
H 0.6627 0.7754 1.9098
H 2.5958 -0.1194 1.1359
H -1.1111 -1.0216 2.0281
H -0.4346 -1.7134 0.5282
H -1.7807 1.0249 0.6338
H -2.6245 0.2565 -1.2441
*
```

Summary:
lowest unoccupied orbital energy = 0.81 eV
highest occupied orbital energy = -9.80 eV
gap between HOMO and LUMO = 10.61 eV
SMILES string = C[C@@H]1[C@H](O)C[C@@H]1O

Atom charges from the Löwdin analysis, given in e for atoms 1 to 6: -0.052, -0.243, -0.355, -0.019, -0.065, -0.347

---

[3]
A structure of composition C31H36BiBrN8O3. Source: OMol25; level of theory: ωB97M-V/def2-TZVPD.

Structure (ORCA input):
```
! RIJCOSX wB97M-V def2-TZVPD def2/J DEFGRID3
* xyz 0 1
Bi -0.6643 0.1310 -0.1144
Br 3.6942 -3.0835 -5.6064
C 2.1797 -2.8487 -4.4171
C 0.9846 -2.3749 -4.9821
C -0.0933 -2.0221 -4.2044
C 0.0305 -1.8186 -2.7552
O -0.9098 -1.1848 -2.1239
C 1.2174 -2.4925 -2.2532
C 1.3185 -2.9362 -0.8433
N 0.3905 -2.5791 0.0570
C 0.4064 -3.2562 1.2676
C 1.3241 -4.1918 1.7897
C 1.1436 -4.8094 3.0418
C -0.0906 -4.7769 3.6201
C -1.1525 -3.9541 3.1365
C -2.3888 -3.7803 3.8576
C -3.1277 -2.6461 3.5629
C -2.6308 -1.7034 2.6940
N -1.5202 -1.8883 1.9369
C -0.8123 -3.0022 2.0805
C 2.3132 -2.9419 -3.0638
H 0.9691 -2.1308 -6.0301
H -1.0755 -1.8719 -4.6342
H 2.1847 -3.4957 -0.5090
H 2.1569 -4.5482 1.1557
H 1.8877 -5.3347 3.6152
H -0.3712 -5.4866 4.4248
H -2.6881 -4.5322 4.5458
H -4.2328 -2.5949 3.7358
H -3.1854 -0.8025 2.4900
H 3.1851 -3.4534 -2.6897
C -2.5530 3.7561 -3.3817
N -1.1107 3.7368 -3.0352
C -0.3453 4.9542 -3.3128
C -0.5594 2.7123 -2.3473
N -1.1823 1.8139 -1.5911
N 0.7939 2.5605 -2.6381
C 1.6076 1.5014 -2.2612
N 2.8329 1.5442 -2.8997
N 1.3299 0.6630 -1.3057
H -2.6658 3.9365 -4.4663
H -3.1227 4.5390 -2.8160
H -2.9827 2.7659 -3.1512
H -1.1084 5.6592 -3.5858
H 0.3422 4.8130 -4.1465
H 0.1281 5.3658 -2.4431
H -2.2035 1.9721 -1.5685
H 1.1841 3.1685 -3.3870
H 2.9811 1.9868 -3.8258
H 3.5719 0.9495 -2.6203
H 2.0618 -0.0653 -1.2843
C 3.9092 -0.5380 1.6560
N 2.5372 -0.0773 1.7504
C 1.8770 -0.5829 2.9561
C 2.5126 1.4181 1.7088
C 1.2534 2.0571 2.2083
C 1.3525 3.0435 3.2133
C 0.1949 3.6192 3.7540
C -1.0480 3.3235 3.2155
C -1.0931 2.4525 2.1327
C -0.0021 1.7107 1.7878
H 4.4289 -0.1499 2.5696
H 4.4294 -0.2625 0.7078
H 3.9655 -1.6476 1.6336
H 2.0504 0.1226 3.8231
H 2.1891 -1.5894 3.1842
H 0.7954 -0.6594 2.7645
H 2.7785 1.7384 0.7003
H 3.4439 1.7222 2.2492
H 2.3138 3.5041 3.4777
H 0.3798 4.1826 4.6645
H -1.9177 3.7978 3.6809
H -2.0369 2.2547 1.6525
C -5.4599 0.5015 -0.1782
C -4.0108 0.8886 -0.4866
O -3.8371 1.4718 -1.5701
O -3.1501 0.5571 0.3843
H -6.0731 1.3961 -0.1251
H -5.4759 -0.0458 0.7800
H -5.7493 -0.1315 -1.0130
*
```

Summary:
lowest unoccupied orbital energy = -0.38 eV
highest occupied orbital energy = -7.00 eV
gap between HOMO and LUMO = 6.63 eV

Atom charges from the Löwdin analysis, given in e for atoms 1 to 6: 1.910, 0.645, -0.688, -0.149, -0.002, -0.372

---

[4]
A cluster of 3 separate species, C9H18O9 in total. Source: OMol25; level of theory: ωB97M-V/def2-TZVPD.

Structure (ORCA input):
```
! RIJCOSX wB97M-V def2-TZVPD def2/J DEFGRID3
* xyz 0 1
C 0.2970 2.0995 0.6689
O 0.3277 2.4580 -0.6913
C -0.7229 2.1596 -1.4384
O -1.7951 1.7923 -1.0493
O -0.3744 2.3410 -2.7112
C -1.3501 2.0587 -3.6971
H -0.4130 2.6459 1.2891
H 1.2934 2.2367 1.0809
H 0.0959 1.0347 0.8189
H -1.0386 1.1326 -4.1866
H -1.3289 2.7767 -4.5182
H -2.3482 2.0301 -3.2689
C -2.3742 -0.4385 -2.1103
O -1.4065 -0.8413 -1.1583
C -0.1341 -0.7217 -1.5182
O 0.2677 -0.6092 -2.6470
O 0.6276 -0.7692 -0.4110
C 2.0192 -0.8152 -0.6994
H -3.3678 -0.6603 -1.7379
H -2.2289 -1.0077 -3.0325
H -2.2823 0.6130 -2.3794
H 2.2622 -1.6990 -1.2996
H 2.5301 -1.0520 0.2338
H 2.4143 0.0592 -1.2088
C 2.2971 0.3410 3.0781
O 2.0181 -1.0218 2.7518
C 0.7107 -1.3297 2.7789
O -0.1880 -0.5338 2.8658
O 0.6087 -2.6419 2.7647
C -0.6449 -3.2531 2.9477
H 3.2477 0.5807 2.6097
H 2.4255 0.3799 4.1576
H 1.5239 1.0124 2.7340
H -0.4687 -4.3234 3.0203
H -1.3299 -3.0956 2.1132
H -1.1701 -2.9386 3.8498
*
```

Summary:
lowest unoccupied orbital energy = 0.81 eV
highest occupied orbital energy = -10.33 eV
gap between HOMO and LUMO = 11.14 eV
SMILES string = COC(=O)OC.COC(=O)OC.COC(=O)OC

Atom charges from the Löwdin analysis, given in e for atoms 1 to 6: -0.049, 0.033, -0.611, 0.110, 0.027, -0.047

---

[5]
A cluster of 2 separate species, C4H3IO in total. Source: OMol25; level of theory: ωB97M-V/def2-TZVPD.

Structure (ORCA input):
```
! RIJCOSX wB97M-V def2-TZVPD def2/J DEFGRID3
* xyz 0 1
C -1.2623 -0.5209 -0.0044
C -0.0744 -0.7018 -0.1148
C -0.7685 3.0493 -0.0261
C 1.4191 -0.8705 -0.0656
O -1.3189 2.1691 0.4766
I -3.2828 -0.3393 -0.0347
H 1.8939 -0.8085 -1.0304
H 1.6047 -1.9295 0.1921
H 1.7892 -0.0479 0.6073
*
```

Summary:
lowest unoccupied orbital energy = 0.43 eV
highest occupied orbital energy = -9.20 eV
gap between HOMO and LUMO = 9.63 eV

Atom charges from the Löwdin analysis, given in e for atoms 1 to 6: -0.723, -0.215, 0.043, -0.098, -0.098, 0.859

---

[6]
An isolated molecule of C4H5NO. Source: OMol25; level of theory: ωB97M-V/def2-TZVPD.

Structure (ORCA input):
```
! RIJCOSX wB97M-V def2-TZVPD def2/J DEFGRID3
* xyz 0 1
C -1.6298 -0.1237 -0.2187
C -0.1709 0.0401 -0.3338
C 0.3641 0.5384 0.8117
O 1.6853 0.2241 0.8199
C 1.8757 -0.3269 -0.3872
N 0.8340 -0.4315 -1.1503
H -1.5776 0.3172 0.8438
H -1.9286 -1.1117 0.1195
H -2.2578 0.1493 -1.0879
H 0.0684 1.4351 1.3342
H 2.8781 -0.6560 -0.5864
*
```

Summary:
lowest unoccupied orbital energy = 1.01 eV
highest occupied orbital energy = -9.13 eV
gap between HOMO and LUMO = 10.13 eV
SMILES string = Cc1cocn1

Atom charges from the Löwdin analysis, given in e for atoms 1 to 6: -0.042, -0.357, -0.115, 0.041, -0.197, 0.146

---

no.,total energy (Eh),strongest force on any atom (hartree/bohr)
1,-3959.0589,0.0649
2,-346.9571,0.0065
3,-4655.2013,0.0697
4,-1030.8734,0.0378
5,-527.0568,0.0728
6,-285.3433,0.0549